Entry from OMol25: a cluster of 2 separate species, C7H10N3 in total (wB97M-V/def2-TZVPD).

## Properties
- Net charge: +1
- Energy: -436.7281 Ha
- Orbital gap: 10.339 eV
- ΔE to the lowest compared entry with this formula, charge and spin: 100.0 kJ/mol
- HOMO: -0.5074 hartree
- Maximum force: 4.1 eV/Å

Element x y z (Å)
N  -0.685194  -0.281726  -0.949093
C  0.274398  0.855614  -0.854227
C  0.743509  1.332891  0.413986
C  1.709064  2.415922  0.595655
C  2.166589  2.975238  -0.689025
C  1.585174  2.391475  -1.883030
N  0.707475  1.381897  -2.013646
H  -0.623838  -0.771668  -0.044802
H  -0.315266  -0.900775  -1.689659
H  -1.647670  0.016340  -1.153998
H  0.340088  0.839945  1.334978
H  2.046253  2.788934  1.581063
H  2.916533  3.798578  -0.709813
H  1.920529  2.854082  -2.845895
C  -1.641581  -3.657087  1.763754
C  -2.309022  -2.610211  0.954906
N  -2.832153  -1.797033  0.332527
H  -1.985946  -3.601381  2.795941
H  -1.878397  -4.641423  1.361198
H  -0.561705  -3.512437  1.739787

Atoms 1-3, force components in eV/Å:
N 1.5 0.5 0.2
C 2.2 2.6 0.8
C -0.2 -0.2 0.7